Record 1
# C2H7NO

A 2-piece molecular cluster, C2H7NO overall at a distorted geometry (ωB97M-V/def2-TZVPD, the OMol25 dataset).

Positions of all 11 atoms, in Å:
N: 1.752 0.484 0.055
O: 1.799 -0.720 -0.141
H: 1.987 0.840 1.004
C: -1.200 0.742 -0.155
C: -1.985 -0.577 0.130
H: -1.370 1.484 0.619
H: -0.186 0.482 -0.143
H: -1.409 1.167 -1.141
H: -1.763 -0.896 1.163
H: -1.750 -1.347 -0.616
H: -3.050 -0.346 0.007

HOMO energy, eV: -9.57
ΔE to the lowest compared entry with this formula, charge and spin, kcal per mole: 81.28
Max |F|, Eh/bohr: 0.052
SMILES string: N=O.CC

Record 2
# C4H9NO2

A 3-piece molecular cluster, C4H9NO2 overall at a distorted geometry (ωB97M-V/def2-TZVPD, the OMol25 dataset).

Positions of all 16 atoms, in Å:
C: -2.228 -0.108 -0.294
C: -0.814 0.349 -0.201
O: -0.591 1.532 0.025
C: 0.165 -0.774 0.135
C: 1.675 -0.541 0.206
O: 2.470 -1.362 -0.211
N: 2.080 0.636 0.782
H: -2.445 -0.117 0.780
H: -2.400 -1.106 -0.696
H: -2.865 0.638 -0.767
H: 0.061 0.587 -1.767
H: 0.499 1.121 -1.181
H: -0.189 -0.900 1.164
H: -0.018 -1.719 -0.389
H: 3.082 0.716 0.901
H: 1.519 1.047 1.512

HOMO energy, eV: -9.88
ΔE to the lowest compared entry with this formula, charge and spin, kcal per mole: 85.44
Max |F|, Eh/bohr: 0.086

Record 3
# C4H14N3

A 2-piece molecular cluster, C4H14N3 overall at a distorted geometry (ωB97M-V/def2-TZVPD, the OMol25 dataset).

Positions of all 21 atoms, in Å:
C: 0.414 -0.844 0.707
C: 1.263 0.322 1.157
C: 1.051 0.715 2.625
N: 0.587 -1.139 -0.775
H: -0.684 -0.750 0.994
H: 0.748 -1.719 1.329
H: 1.094 1.205 0.590
H: 2.330 -0.016 1.134
H: 1.334 -0.111 3.331
H: -0.045 0.891 2.848
H: 1.629 1.601 2.945
H: 0.827 -2.135 -0.856
H: 1.495 -0.743 -0.953
N: -0.939 0.546 -2.851
C: -1.279 0.576 -1.584
N: -2.361 -0.010 -1.102
H: -1.415 -0.087 -3.481
H: -0.254 1.154 -3.278
H: -0.546 1.123 -0.983
H: -2.576 0.233 -0.146
H: -2.673 -0.812 -1.651

HOMO energy, eV: -13.71
ΔE to the lowest compared entry with this formula, charge and spin, kcal per mole: 28.99
Max |F|, Eh/bohr: 0.039
Total charge: +1

Record 4
# C4H11NO2

A single C4H11NO2 molecule at a distorted geometry (ωB97M-V/def2-TZVPD, the OMol25 dataset).

Positions of all 18 atoms, in Å:
C: 0.682 2.422 0.169
C: -0.055 1.230 0.759
N: -0.692 0.451 -0.293
C: -0.943 -0.920 0.034
O: -1.646 -1.550 -1.004
C: 0.442 -1.739 0.274
O: 1.007 -2.026 -0.988
H: 1.147 3.005 0.961
H: -0.004 3.064 -0.377
H: 1.460 2.086 -0.513
H: -0.834 1.557 1.455
H: 0.661 0.552 1.303
H: -0.092 0.473 -1.117
H: -1.542 -0.976 0.950
H: -1.391 -1.109 -1.829
H: 1.213 -1.232 0.856
H: 0.187 -2.664 0.807
H: 0.401 -2.626 -1.447

HOMO energy, eV: -8.88
ΔE to the lowest compared entry with this formula, charge and spin, kcal per mole: 33.55
Max |F|, Eh/bohr: 0.040
SMILES string: CCN[C@@H](O)CO